No. 1
A 2-piece molecular cluster, C3H5NO3 overall at a distorted geometry. Source: OMol25; level of theory: the ωB97M-V functional and the def2-TZVPD basis.

As for the gap between HOMO and LUMO: 0.3127 Eh. The calculation puts the LUMO energy at 0.38 eV. The value obtained for the HOMO energy is -8.13 eV. The relative energy (zero: lowest compared OMol25 entry of this formula, charge and spin) comes out at 3.944 eV.

Last column: natural (NBO) charge in e.
Cartesian coordinates (Å):
1 C 0.8048 -1.2610 0.2355  -0.0475
2 C -0.0453 -0.2417 0.5057  -0.3140
3 C -2.5550 0.2231 0.0057  1.0704
4 N 0.4821 1.0673 0.0558  -0.7553
5 O -3.1711 -0.6964 0.3372  -0.4999
6 O -2.1646 1.2462 -0.4007  -0.6131
7 O 2.1137 -1.0656 -0.2838  -0.7683
8 H 0.6266 -2.1211 0.8152  0.1819
9 H -0.3578 1.5073 -0.3730  0.4464
10 H 1.2255 1.0080 -0.6131  0.4035
11 H 0.7409 1.8326 0.7898  0.4194
12 H 2.3002 -1.4987 -1.0744  0.4764

***

No. 2
C20H17AsO8OsPS as an isolated structure. Source: OMol25; level of theory: the ωB97M-V functional and the def2-TZVPD basis.

As for the gap between HOMO and LUMO (alpha / beta): 0.2736 / 0.2735 Eh. The calculation puts the LUMO energy (alpha / beta) at -4.89 / -4.89 eV. Its net charge is +1. The value obtained for the HOMO energy (alpha / beta) is -12.34 / -12.34 eV. The relative energy (zero: lowest compared OMol25 entry of this formula, charge and spin) comes out at 0.000 eV.

Last column: natural (NBO) charge in e.
Cartesian coordinates (Å):
1 Os -0.7431 0.6885 1.1992  1.3077
2 O -4.6750 0.7136 1.6830  -0.4688
3 C -3.6122 0.4236 1.2531  0.7871
4 O -2.4865 1.0946 1.7348  -0.5898
5 C -3.3902 -0.6016 0.1500  -0.8678
6 P -1.6463 -0.6707 -0.4042  1.1854
7 C -1.6201 -0.2305 -2.1443  -0.3224
8 C -1.5142 1.1076 -2.5175  -0.2170
9 C -1.5786 1.4558 -3.8580  -0.1842
10 C -1.7514 0.4735 -4.8218  -0.1682
11 C -1.8647 -0.8604 -4.4516  -0.2007
12 C -1.7990 -1.2172 -3.1153  -0.2004
13 C -1.0016 -2.3408 -0.2312  -0.4194
14 C 0.1888 -2.6471 -0.8927  -0.1215
15 C 0.7848 -3.8820 -0.7044  -0.2151
16 C 0.2049 -4.8117 0.1489  -0.1695
17 C -0.9687 -4.5052 0.8206  -0.1987
18 C -1.5711 -3.2693 0.6372  -0.1802
19 H -4.0427 -0.3381 -0.6828  0.2997
20 H -3.7380 -1.5643 0.5227  0.2858
21 H -1.3864 1.8826 -1.7729  0.2296
22 H -1.4888 2.4942 -4.1462  0.2318
23 H -1.7979 0.7470 -5.8674  0.2314
24 H -2.0032 -1.6233 -5.2055  0.2319
25 H -1.8822 -2.2587 -2.8321  0.2276
26 H 0.6472 -1.9227 -1.5550  0.2232
27 H 1.7024 -4.1205 -1.2249  0.2308
28 H 0.6700 -5.7781 0.2902  0.2310
29 H -1.4203 -5.2281 1.4862  0.2315
30 H -2.4817 -3.0496 1.1784  0.2129
31 O 1.8411 0.2275 4.5323  -0.9788
32 As 1.1789 0.8061 3.0584  2.3926
33 O -0.1700 1.7751 3.0455  -1.0601
34 O 0.4405 -0.5135 2.1582  -0.8979
35 C 2.5703 1.8039 2.2282  -0.4372
36 C 3.7025 2.0458 2.9825  -0.1641
37 C 4.6147 3.0231 2.5822  -0.1653
38 C 4.3777 3.7652 1.4467  -0.1618
39 C 3.2476 3.5167 0.6663  -0.1766
40 C 2.3426 2.5486 1.0493  -0.2548
41 S 1.1130 2.1262 -0.1719  2.3723
42 O 1.0488 0.6399 -0.0687  -0.9149
43 O 1.4766 2.7256 -1.3994  -0.8585
44 O -0.3153 2.4623 0.2639  -0.8495
45 H 1.2585 -0.3910 4.9968  0.5303
46 H 3.8716 1.4895 3.8946  0.2506
47 H 5.5011 3.1999 3.1754  0.2434
48 H 5.0759 4.5317 1.1400  0.2437
49 H 3.0897 4.0561 -0.2568  0.2631

***

No. 3
C31H24N6O5Sn as an isolated structure at a distorted geometry. Source: OMol25; level of theory: the ωB97M-V functional and the def2-TZVPD basis.

As for the gap between HOMO and LUMO (alpha / beta): 0.1451 / 0.2546 Eh. The calculation puts the LUMO energy (alpha / beta) at -9.08 / -6.18 eV. Its net charge is +2. The value obtained for the HOMO energy (alpha / beta) is -13.03 / -13.11 eV.

Last column: natural (NBO) charge in e.
Cartesian coordinates (Å):
1 Sn 0.0426 0.2810 -0.1507  1.4815
2 C -1.9368 2.7682 0.4183  -0.1756
3 C -2.2086 2.3314 -0.9740  -0.1892
4 C -3.1487 1.3430 -0.9268  -0.3331
5 C -3.4947 1.1451 0.4375  -0.0683
6 C -2.7148 2.0173 1.2494  -0.3435
7 H -1.3030 3.5965 0.6808  0.2277
8 H -1.7983 2.8103 -1.8480  0.2341
9 H -3.6015 0.8433 -1.7643  0.2474
10 H -4.2714 0.4934 0.7947  0.2196
11 H -2.7919 2.1108 2.3154  0.2344
12 C 2.3189 -6.8417 11.9543  -0.2762
13 O 3.1192 -5.8896 11.2782  -0.3870
14 C 2.7337 -5.3311 10.1489  0.4392
15 C 1.5177 -5.5940 9.4815  -0.2956
16 C 1.2102 -4.9592 8.3043  -0.0406
17 C 2.1006 -4.0301 7.7273  -0.0532
18 C 3.3150 -3.7625 8.3960  -0.1506
19 C 3.6252 -4.3915 9.5704  -0.2040
20 C 1.7697 -3.3797 6.4919  0.3679
21 N 0.6498 -3.5467 5.8020  -0.4027
22 C 0.7402 -2.7532 4.7204  0.2219
23 C 1.9710 -2.0619 4.7397  0.1802
24 N 2.6017 -2.4776 5.8640  -0.4918
25 C 2.3613 -1.1432 3.7370  -0.1081
26 C 3.5682 -0.4292 3.7272  -0.0909
27 C 3.8132 0.4616 2.7073  -0.2279
28 C 2.8562 0.6035 1.7061  0.1064
29 N 1.7241 -0.0733 1.6908  -0.5022
30 C 1.4400 -0.9267 2.6818  0.1979
31 C 0.1779 -1.6366 2.6346  0.2411
32 N -0.6310 -1.3994 1.5902  -0.5213
33 C -1.7511 -2.0848 1.4620  0.1014
34 C -2.1740 -3.0250 2.4024  -0.2160
35 C -1.3939 -3.2477 3.5159  -0.0891
36 C -0.1785 -2.5623 3.6420  -0.1233
37 H 2.8799 -7.1245 12.8430  0.2375
38 H 2.1509 -7.7299 11.3393  0.2061
39 H 1.3602 -6.4131 12.2585  0.2058
40 H 0.8237 -6.3032 9.8996  0.2521
41 H 0.2784 -5.1585 7.7980  0.2485
42 H 4.0202 -3.0496 7.9941  0.2155
43 H 4.5532 -4.1891 10.0798  0.2592
44 H 3.5152 -2.1870 6.1709  0.4368
45 H 4.2922 -0.5699 4.5127  0.2268
46 H 4.7215 1.0392 2.6808  0.2548
47 H 3.0025 1.2972 0.8903  0.2166
48 H -2.3224 -1.8879 0.5625  0.2353
49 H -3.0956 -3.5667 2.2573  0.2559
50 H -1.6758 -3.9479 4.2852  0.2504
51 C 3.6827 1.8995 -1.8810  -0.6603
52 C 2.9566 0.7310 -2.4210  0.4044
53 N 1.8551 0.1820 -1.9263  -0.5821
54 C 1.5229 -0.8564 -2.7572  -0.0218
55 C 2.4499 -0.9297 -3.7717  0.0415
56 N 3.3444 0.0757 -3.5233  -0.4623
57 C 2.6338 -1.7778 -4.9981  0.7666
58 O 1.7075 -2.6338 -5.2946  -0.6446
59 O 3.6378 -1.5857 -5.6389  -0.5750
60 C 0.3215 -1.7037 -2.5100  0.7948
61 O -0.0067 -2.5471 -3.3237  -0.6133
62 O -0.3042 -1.4741 -1.4119  -0.8700
63 H 2.9708 2.6544 -1.5486  0.2427
64 H 4.3246 2.3248 -2.6497  0.2531
65 H 4.3087 1.6083 -1.0364  0.2283
66 H 4.1520 0.2561 -4.1101  0.4641
67 H 0.9512 -2.6938 -4.6334  0.5224